Entry 1:
{"formula": "C2H29HgO13", "method": "the ωB97M-V functional and the def2-TZVPD basis", "symbols": ["O", "H", "H", "H", "O", "H", "H", "O", "H", "H", "O", "H", "H", "O", "H", "H", "O", "O", "H", "O", "C", "H", "H", "H", "H", "H", "O", "H", "H", "O", "O", "O", "O", "H", "H", "H", "H", "H", "H", "C", "H", "H", "H", "Hg", "H"], "positions_angstrom": [[-1.0657, 0.8308, -0.2977], [3.3529, 1.6736, 1.4945], [-2.4797, 0.1818, 3.4870], [3.4444, 1.2901, 2.9592], [3.0190, -1.4050, -2.5769], [0.1393, 2.8668, 0.4132], [-0.7825, 4.2666, -1.9872], [0.4053, -2.6288, -2.0978], [0.7473, 4.2473, 0.5705], [3.4981, -0.0936, 0.6704], [-1.7496, 0.7837, -3.2639], [1.6239, -0.9277, 0.9048], [0.8826, 1.6403, 2.8966], [-0.3713, 3.4260, -2.1943], [-1.1555, -4.2278, -0.4103], [-0.9990, -5.1627, 0.7728], [3.9975, -0.2466, -0.1334], [-3.6804, -0.3711, -1.7193], [-1.2033, 0.1483, -3.7304], [2.8130, 1.4710, 2.2604], [0.5781, -0.6247, 0.8563], [-2.9030, -0.1673, -2.2523], [-0.1168, 2.6205, 2.3005], [1.1336, -3.1869, -1.8177], [-1.2995, 0.9201, -2.4252], [4.8271, 0.2132, 0.0064], [-0.7249, -4.3050, 0.4425], [0.6364, -0.0919, -1.1433], [-1.6592, -2.6647, 0.9155], [-0.0114, 3.7194, 0.8250], [-2.4264, 0.5385, 2.5984], [-2.4261, -2.0964, 1.0324], [0.0351, 2.0577, 3.0650], [2.0646, -1.3466, -2.5117], [-4.2979, -0.7750, -2.3317], [0.3379, -0.3348, 1.8801], [-0.3774, -3.0721, -1.7708], [-2.7968, -2.3599, 1.8767], [0.8667, 1.2986, -0.0436], [0.2687, 0.4085, -0.2460], [3.3433, -0.9871, -1.7755], [0.0442, -1.5751, 0.8238], [-0.6113, 2.8540, -1.4628], [-3.2552, 0.0657, 0.5219], [-1.6662, 1.1284, 2.6179]], "atomic_forces_ev_per_a": [[-1.53, 0.18, -0.37], [0.02, 0.37, -0.20], [-0.30, -0.19, 0.22], [0.12, 0.02, 0.30], [-0.04, -0.24, -0.21], [-0.08, -0.21, -0.37], [-0.08, 0.18, 0.03], [-0.23, 0.19, -0.04], [0.17, 0.22, -0.01], [-0.24, -0.18, 0.23], [-0.63, -0.64, 0.07], [0.12, 0.17, -0.33], [0.35, -0.04, -0.11], [0.26, -0.07, -0.20], [-0.12, -0.32, -0.22], [0.00, -0.28, 0.16], [-0.02, 0.17, 0.04], [-0.61, -0.29, 1.05], [0.26, -0.04, -0.29], [-0.08, -0.27, -0.07], [-0.02, -0.35, 0.99], [1.08, 0.82, -0.71], [0.26, 0.75, -0.15], [0.37, -0.13, 0.01], [0.41, 0.38, 0.57], [0.33, -0.03, -0.18], [-0.02, 0.53, 0.08], [-0.23, 0.37, -0.53], [0.66, -0.40, -0.22], [-0.27, -0.01, 0.23], [-0.89, -0.25, -0.12], [-1.01, 0.22, 0.28], [-0.99, -0.65, 0.40], [-0.20, 0.06, -0.12], [-0.54, -0.10, 0.17], [-0.01, 0.75, -0.05], [-0.07, 0.06, -0.13], [-0.05, -0.26, 0.23], [0.55, -0.02, -0.14], [-0.34, -1.37, 1.47], [0.20, 0.15, 0.24], [-0.12, 0.04, -0.92], [-0.27, -0.19, 0.17], [2.65, 0.26, -1.13], [1.20, 0.64, -0.11]], "mulliken_charge": [-0.78, 0.29, 0.28, 0.28, -0.66, 0.22, 0.30, -0.53, 0.33, 0.31, -0.80, 0.28, 0.24, -0.61, 0.32, 0.30, -0.65, -0.56, 0.34, -0.60, -0.77, 0.42, 0.47, 0.35, 0.36, 0.30, -0.65, -0.21, 0.27, -0.71, -0.53, -0.59, -0.74, 0.31, 0.28, 0.19, 0.15, 0.32, 0.35, 0.74, 0.43, -0.20, 0.31, 1.50, 0.36], "e_homo_ev": -12.2, "orbital_gap_ev": 6.23, "lumo_ev": -6.00, "charge": 1, "e_above_lowest_kcal_mol": 0.0}

=====

Entry 2:
{"formula": "C29H22BiCl3N9O6S2", "method": "the ωB97M-V functional and the def2-TZVPD basis", "symbols": ["C", "C", "O", "O", "S", "O", "O", "H", "H", "H", "H", "H", "C", "H", "H", "N", "N", "C", "C", "S", "H", "C", "H", "C", "C", "C", "C", "C", "C", "H", "C", "N", "N", "C", "C", "Cl", "Cl", "H", "Bi", "C", "H", "C", "N", "O", "H", "O", "C", "H", "H", "C", "N", "C", "N", "N", "Cl", "C", "H", "H", "H", "H", "C", "H", "H", "N", "C", "H", "C", "C", "C", "C", "C", "C"], "positions_angstrom": [[3.1835, 0.5490, -4.0318], [0.2827, -1.7501, 2.7952], [-2.4977, -2.6220, 3.7980], [2.3103, 0.5573, -0.5003], [-2.3044, -1.9614, 2.5336], [-3.2754, -0.9726, 2.1097], [4.2876, 0.6904, -1.4734], [-0.8956, -6.4719, -1.7539], [-3.9100, 3.0411, -4.5355], [-1.9194, 4.5342, -4.6237], [3.2283, 0.5151, -6.1832], [-2.6248, 3.2884, 4.9242], [1.4126, 2.6781, 2.8140], [-0.6058, 1.1817, -4.3982], [3.8093, -2.9420, 3.4816], [0.4850, -2.2900, -0.9536], [-0.8907, -1.2129, 2.4192], [1.2577, 0.8496, -5.4100], [0.0289, 2.5743, 3.2472], [-0.0826, 3.0536, -0.3411], [-2.8646, -3.4924, -2.0445], [-1.8904, -4.9688, -0.8308], [4.4391, 3.7834, 2.7471], [1.0379, 0.9049, -3.0387], [2.6212, 0.6218, -5.2948], [3.0654, 0.6298, -1.5388], [-2.7082, -2.8606, -0.0058], [2.3977, 0.6874, -2.8905], [3.5245, 3.2501, 2.5647], [-3.1745, -1.8999, -0.1737], [-1.1607, 3.8729, -2.7475], [-0.7936, 1.7350, 2.6786], [1.8803, 1.9362, 1.8413], [-2.5392, -3.7554, -1.0447], [-1.2787, 3.0497, -1.6121], [0.5408, 0.9544, -7.0040], [-2.7325, 1.1623, -0.2726], [-0.9867, -6.2523, 0.6321], [0.3483, 0.3640, 0.5454], [-3.3553, 2.2119, -2.6367], [-1.3052, -4.6450, 2.5007], [-1.4755, -5.3001, 0.4587], [-1.6851, -5.8598, -1.8927], [-0.2843, -1.3481, -1.2534], [0.4083, 1.0300, -2.1690], [1.1632, -2.0849, 0.0667], [2.8069, -2.5861, 3.3008], [1.7921, -4.3332, 4.0386], [-1.6224, -5.4008, -2.7889], [1.6809, -3.3468, 3.5951], [2.3777, 3.4899, 3.2989], [-2.4195, 2.2288, -1.6158], [0.4401, -2.9655, 3.3559], [-0.5940, 3.2980, 4.2107], [0.2069, 4.9362, -2.9130], [-3.1882, 3.0445, -3.7300], [2.2780, 4.1825, 4.0194], [3.3600, -0.7007, 2.4064], [-2.8503, 1.2868, 3.0208], [3.7819, 1.8380, 0.8745], [-1.6491, -4.4108, 1.5029], [-0.1986, 4.0193, 4.7864], [4.2457, 0.3924, -3.9043], [1.3272, -0.9279, 2.4981], [-2.0081, 1.9049, 3.2888], [-4.2033, 1.5456, -2.5646], [3.1987, 2.2863, 1.6635], [-2.2555, -3.1819, 1.2672], [0.4551, 0.9958, -4.2949], [-2.0841, 3.8802, -3.7787], [2.5570, -1.3630, 2.7168], [-1.9066, 2.8716, 4.2422]], "atomic_forces_ev_per_a": [[-0.02, 0.03, 0.04], [-0.21, 0.16, -0.05], [-0.08, 0.08, 0.04], [-0.31, -0.17, 0.27], [-0.06, 0.08, -0.17], [-0.04, -0.05, 0.16], [0.01, -0.03, 0.01], [0.00, 0.02, 0.01], [0.01, 0.00, -0.01], [0.00, 0.01, 0.00], [0.00, -0.01, -0.01], [0.00, 0.00, 0.02], [-0.16, -0.08, 0.10], [-0.01, 0.00, 0.00], [0.00, -0.01, 0.01], [0.01, -0.03, 0.10], [0.31, -0.16, -0.05], [0.02, -0.01, -0.02], [0.13, 0.09, -0.08], [-0.06, 0.07, -0.11], [0.00, 0.01, 0.01], [0.01, 0.02, -0.01], [0.01, 0.02, 0.00], [-0.14, 0.01, 0.02], [-0.02, 0.01, -0.02], [0.19, 0.12, -0.08], [-0.02, -0.07, 0.06], [0.02, -0.05, -0.14], [-0.02, 0.00, 0.03], [0.01, 0.02, -0.02], [0.03, 0.02, -0.04], [0.04, 0.04, 0.01], [0.13, 0.17, -0.07], [-0.01, -0.02, -0.02], [0.06, -0.07, 0.01], [0.04, 0.00, 0.07], [0.07, -0.08, 0.07], [0.00, 0.00, 0.01], [0.12, -0.25, 0.39], [0.08, 0.04, -0.03], [0.00, 0.00, -0.02], [0.03, 0.00, 0.01], [-0.04, -0.03, -0.01], [0.00, 0.24, -0.10], [0.07, 0.02, -0.14], [-0.14, 0.04, -0.20], [-0.06, -0.10, 0.04], [-0.01, -0.01, 0.00], [0.01, 0.01, 0.01], [0.05, -0.03, 0.01], [0.09, 0.11, 0.03], [-0.10, -0.04, 0.04], [0.02, 0.06, 0.02], [-0.06, 0.05, 0.07], [-0.03, -0.04, 0.04], [0.02, 0.02, 0.02], [0.01, -0.04, -0.02], [-0.01, 0.00, -0.03], [0.00, 0.02, -0.03], [0.03, -0.04, 0.04], [-0.09, 0.01, 0.02], [-0.02, -0.03, -0.02], [0.01, -0.01, 0.00], [0.11, -0.09, -0.03], [0.05, -0.19, -0.02], [0.00, -0.01, 0.01], [-0.16, -0.01, -0.08], [0.05, -0.13, -0.13], [0.00, 0.00, 0.01], [-0.02, -0.01, -0.04], [0.03, 0.25, -0.01], [0.03, 0.04, -0.02]], "mulliken_charge": [-0.42, 0.23, -0.75, -0.50, 1.24, -0.71, -0.76, 0.22, 0.36, 0.41, 0.41, 0.42, 0.12, 0.41, 0.39, 0.05, -0.20, 0.48, -0.30, -0.29, 0.27, 1.19, 0.41, 1.16, -0.68, -0.29, -0.40, 0.25, -0.79, 0.37, 0.33, 0.60, 0.52, -0.62, -0.33, -0.27, -0.08, 0.29, 2.89, -0.78, 0.50, -0.80, -0.68, -0.24, -0.14, -0.42, -0.91, 0.39, 0.23, -0.35, -0.10, 0.76, -0.52, -0.13, -0.23, -0.44, 0.17, 0.38, 0.46, 0.38, -0.33, 0.16, 0.45, 0.09, -0.71, 0.41, -0.88, -0.47, -1.17, -0.76, -0.11, -0.83], "e_homo_ev": -5.0, "orbital_gap_ev": 6.79, "lumo_ev": 1.78, "charge": -1, "e_above_lowest_kcal_mol": 8.3}

=====

Entry 3:
{"formula": "C17H39OP3SYb", "method": "the ωB97M-V functional and the def2-TZVPD basis", "symbols": ["H", "C", "H", "H", "H", "H", "H", "C", "H", "C", "H", "H", "P", "H", "C", "C", "H", "Yb", "C", "H", "H", "H", "H", "C", "H", "H", "H", "H", "H", "H", "H", "H", "H", "P", "C", "C", "H", "O", "C", "C", "H", "H", "H", "H", "H", "H", "H", "C", "H", "H", "P", "C", "C", "C", "H", "C", "H", "H", "H", "C", "S", "H"], "positions_angstrom": [[0.7667, -5.2752, -4.5620], [2.0750, -4.3896, 1.0105], [-1.4317, -2.4792, 2.3586], [1.8553, 0.9138, -2.8064], [1.8465, 3.6752, -1.9399], [-1.5073, -2.0314, -0.7138], [-2.4821, 1.0373, 3.8881], [1.6407, 2.9383, 2.5962], [2.1720, 0.6423, 4.1387], [0.0244, -4.4866, -4.4489], [-2.8607, 4.1692, 1.7853], [0.3881, 0.5935, 4.0383], [0.7735, 1.8090, -0.8466], [1.3802, -0.7440, 3.3363], [-3.4399, 1.4286, 1.1549], [0.0695, -3.6283, -3.3439], [2.9455, 0.8367, -1.3785], [-0.7521, -0.3011, 0.3382], [-0.9766, -4.3441, -5.4165], [-3.4443, 1.2719, 0.0643], [-1.8859, 3.9608, 0.2980], [-1.0766, 4.3349, 1.8313], [-1.2156, 2.8779, -1.7624], [3.2181, 0.9049, 1.5835], [0.7710, 3.2174, 3.2067], [-4.1704, 2.2143, 1.3936], [-0.0513, 2.3822, -3.0357], [-3.7414, 0.4930, 1.6518], [1.7633, 3.6686, 1.7847], [3.3539, -0.1712, 1.4087], [-1.0268, -5.0294, -6.2689], [-2.9141, 2.7660, 3.7607], [-1.2321, 2.2813, 4.1176], [-1.7988, 1.9949, 1.7439], [1.3198, 0.3389, 3.5145], [-1.9325, -3.3313, -5.2717], [1.1287, -5.4793, -0.5535], [-1.1533, -1.5399, 2.2927], [-2.1333, 2.0223, 3.5467], [1.9173, 0.6849, -1.7336], [-2.7135, -3.2041, -6.0196], [1.6567, -0.3786, -1.5987], [3.7995, 1.2042, 2.4679], [-2.6302, -1.6640, -4.0535], [1.9369, -3.7446, 1.8861], [3.1243, -4.5216, 0.6913], [3.5778, 1.4639, 0.7101], [-1.9050, -2.4735, -4.1706], [0.8545, -3.7239, -2.5909], [-1.0369, -1.2297, 3.2174], [1.4465, 1.2342, 1.9215], [-1.9132, 3.7850, 1.3812], [1.6750, 3.3866, -0.8940], [1.0334, -4.9812, 0.4156], [2.5436, 2.9537, 3.2271], [-0.5353, 2.0806, -2.0963], [1.0863, 4.1708, -0.3986], [2.6440, 3.2969, -0.3804], [0.0294, -4.9220, 0.8419], [-0.9119, -2.6285, -3.1844], [-0.8334, -1.4923, -1.8559], [-1.1111, 1.1606, -2.2790]], "atomic_forces_ev_per_a": [[-0.12, 0.25, 0.12], [0.09, 0.06, -0.12], [0.17, 0.54, 0.06], [0.12, -0.03, 0.23], [-0.07, -0.18, 0.19], [0.11, -0.57, -1.45], [0.05, 0.25, -0.06], [-0.73, 0.32, -0.51], [-0.20, -0.03, -0.18], [-0.10, 0.27, 0.20], [0.29, -0.09, -0.12], [0.24, -0.11, -0.09], [1.05, 0.37, -1.52], [0.01, 0.24, 0.21], [-0.13, -0.15, -0.21], [0.07, -0.01, 0.22], [-0.28, -0.05, -0.17], [0.35, 1.16, 1.64], [-0.14, 0.20, 0.36], [-0.16, 0.10, 0.17], [-0.09, 0.04, 0.23], [-0.22, -0.12, -0.05], [0.16, -0.23, -0.19], [-0.09, -0.41, -0.56], [0.26, 0.00, -0.18], [-0.01, -0.35, -0.13], [-0.07, -0.05, 0.21], [0.03, 0.27, -0.12], [-0.03, -0.13, 0.37], [0.16, 0.26, -0.03], [0.07, 0.33, 0.34], [0.20, -0.24, -0.02], [-0.27, 0.03, -0.09], [-0.91, 0.47, 0.76], [-0.57, -0.60, 0.00], [0.00, 0.15, 0.16], [0.05, -0.26, 0.59], [-0.09, -0.40, 0.55], [0.20, -0.20, 0.21], [0.13, -0.40, 0.17], [0.19, -0.02, 0.18], [0.21, 0.42, -0.08], [-0.19, -0.10, -0.27], [0.10, -0.38, -0.20], [0.04, -0.55, -0.02], [-0.78, 0.17, -0.07], [-0.01, -0.18, 0.28], [-0.02, 0.22, 0.23], [-0.20, -0.09, -0.26], [-0.14, -0.30, -0.63], [1.83, 0.67, 1.29], [0.39, 0.09, -0.38], [0.02, 0.27, 0.69], [0.32, 0.66, -0.20], [-0.33, -0.14, -0.24], [-0.66, 0.03, 0.27], [0.17, -0.11, -0.20], [-0.30, 0.06, -0.22], [0.21, 0.03, -0.17], [-0.02, -0.98, -1.16], [-0.49, -0.88, 0.07], [0.11, 0.40, -0.05]], "mulliken_spin": [0.00, 0.00, 0.00, 0.01, 0.01, 0.00, 0.00, 0.02, 0.02, 0.00, 0.00, 0.00, 0.27, -0.01, 0.00, 0.00, 0.00, 0.11, 0.00, 0.00, 0.00, 0.00, -0.01, 0.03, 0.00, 0.00, 0.02, 0.00, -0.01, 0.00, 0.00, 0.00, 0.00, -0.01, 0.09, 0.00, 0.00, 0.00, 0.00, 0.03, 0.00, 0.00, 0.01, 0.00, 0.00, 0.00, 0.00, 0.00, 0.00, 0.00, 0.30, 0.00, 0.04, 0.00, 0.01, 0.07, 0.00, 0.00, 0.00, 0.00, 0.00, -0.01], "e_homo_ev": [-17.1, -17.1], "orbital_gap_ev": [7.74, 4.89], "multiplicity": 2, "lumo_ev": [-9.32, -12.17], "charge": 3, "s2": 0.759, "e_above_lowest_kcal_mol": 18.9}

=====

Entry 4:
{"formula": "C9H14O2", "method": "the ωB97M-V functional and the def2-TZVPD basis", "symbols": ["C", "H", "C", "C", "H", "H", "H", "O", "C", "C", "H", "H", "H", "H", "C", "H", "H", "C", "C", "O", "H", "H", "H", "C", "H"], "positions_angstrom": [[-1.6162, -0.9658, -0.5094], [0.9761, 1.2153, 1.8385], [0.7873, -0.2050, 0.1535], [2.3026, -0.0030, -0.3658], [-2.8018, 1.4713, -1.1202], [0.1258, -1.1159, -1.5896], [-0.6707, 0.7126, 1.5804], [-3.5124, -0.8165, 0.7824], [-0.4055, -0.4220, -1.0361], [1.2165, -1.5132, 0.6221], [0.0504, 1.8163, 0.4642], [0.6069, -2.4303, 0.5219], [-2.3895, -2.2943, 0.3358], [3.0217, -2.1805, -0.4588], [-2.7677, -0.2002, 0.0055], [2.2218, 0.0892, -1.4043], [-2.1141, 1.7826, 0.3981], [0.2737, 0.9663, 1.0381], [-2.9244, 1.3137, -0.1168], [-1.7220, -2.2998, -0.3329], [-3.8762, 1.4719, 0.4074], [3.3610, -1.3906, 0.9601], [2.6790, 0.8539, 0.0861], [2.6628, -1.3816, 0.1527], [-0.6401, 0.5685, -1.4919]], "atomic_forces_ev_per_a": [[-1.55, 0.26, 0.13], [0.15, 0.06, -0.23], [-0.81, 1.85, -0.52], [-2.94, -0.80, -0.07], [-0.47, 1.37, -2.64], [0.56, -1.11, -2.05], [0.65, -0.11, -0.46], [-0.30, -0.30, -0.51], [0.98, 2.22, 1.53], [0.20, -1.74, -0.01], [0.04, 1.23, -0.95], [0.36, 0.55, 0.48], [-1.76, -0.82, 1.22], [0.06, -0.28, -1.11], [1.40, -0.35, 1.49], [0.55, 0.23, -1.73], [0.35, 0.42, 0.41], [-0.19, -2.24, 1.63], [-0.29, -2.49, 2.09], [1.45, 0.90, -0.72], [0.22, 0.60, -0.79], [0.60, 0.32, 0.83], [1.26, 1.31, 0.69], [-1.17, -0.27, 1.31], [0.66, -0.79, -0.02]], "mulliken_charge": [0.01, 0.47, 1.87, -1.16, 0.45, 0.64, 0.37, -0.70, -1.31, -1.01, 0.44, 0.34, 0.34, 0.31, 1.12, 0.30, 0.23, -1.83, -1.27, -0.54, 0.32, 0.27, 0.39, -0.37, 0.31], "e_homo_ev": [-7.9, -7.5], "orbital_gap_ev": [7.50, 7.68], "lumo_ev": [-0.35, 0.13], "e_above_lowest_kcal_mol": 121.6}

=====

Entry 5:
{"formula": "FH3N2O2S", "method": "the ωB97M-V functional and the def2-TZVPD basis", "symbols": ["F", "O", "S", "O", "H", "H", "N", "H", "N"], "positions_angstrom": [[-1.2083, 0.9959, -1.0431], [-2.0753, -0.0309, 0.9229], [-1.0448, -0.2905, -0.0110], [-1.6934, -1.3894, -1.1399], [2.1131, 1.7826, 1.0487], [2.3468, -0.5082, 0.8638], [1.4104, -0.0616, 0.6710], [-1.1575, -1.6228, -2.0719], [1.3092, 1.1251, 0.7595]], "atomic_forces_ev_per_a": [[0.38, -0.48, 0.17], [-0.74, -0.49, 0.62], [-1.32, 0.07, -2.94], [1.60, -0.51, -2.35], [-0.37, -1.60, -0.32], [-0.09, 0.76, 0.11], [2.63, -2.58, 0.36], [-1.68, 1.39, 3.97], [-0.40, 3.44, 0.39]], "mulliken_charge": [-0.27, -0.47, 0.92, -0.55, 0.22, 0.18, -0.14, 0.36, -0.26], "e_homo_ev": -9.3, "orbital_gap_ev": 9.66, "lumo_ev": 0.38, "e_above_lowest_kcal_mol": 48.2}